--- P ---
Here is C23H30N2O2 in the gas phase from the OMol25 dataset. Energies are from wB97M-V/def2-TZVPD.

- Frontier orbital gap: 8.595 eV
- SMILES: CCOc1cc(CN2CCC[C@@H](N3CCc4ccccc4C3)C2)ccc1O
- Lowest unoccupied orbital energy: 0.7 eV
- HOMO: -7.9 eV

Each line ends with the Mulliken charge.
Cartesian coordinates (Å):
C: 2.389 1.814 6.668  -1.442
C: 2.212 1.224 5.278  -0.266
O: 3.031 0.076 5.190  -0.450
C: 3.028 -0.641 4.017  1.384
C: 2.300 -0.336 2.884  -0.053
C: 2.377 -1.146 1.754  -0.515
C: 3.194 -2.262 1.772  -0.806
C: 3.937 -2.574 2.900  -0.971
C: 3.862 -1.774 4.025  0.325
O: 4.587 -2.080 5.135  -0.640
H: 4.395 -1.406 5.802  0.345
H: 4.578 -3.440 2.925  0.412
H: 3.259 -2.899 0.902  0.415
C: 1.565 -0.779 0.540  -0.728
N: 0.192 -0.486 0.917  0.251
C: -0.535 -1.639 1.417  -0.964
C: -0.987 -2.611 0.320  -0.602
C: -1.812 -1.866 -0.727  -0.862
H: -2.092 -2.529 -1.547  0.378
H: -2.729 -1.500 -0.261  0.293
C: -0.999 -0.689 -1.277  -0.106
N: -1.710 -0.017 -2.351  0.259
C: -0.847 0.706 -3.259  -0.749
C: -1.605 1.323 -4.404  0.626
C: -0.903 1.797 -5.506  -0.738
C: -1.563 2.394 -6.563  -0.599
C: -2.942 2.523 -6.527  -0.588
C: -3.645 2.057 -5.433  -0.584
C: -2.989 1.456 -4.366  0.710
C: -3.755 0.939 -3.184  -1.227
C: -2.839 0.807 -1.970  -0.733
H: -3.382 0.330 -1.153  0.529
H: -2.524 1.812 -1.638  0.301
H: -4.595 1.599 -2.958  0.455
H: -4.157 -0.049 -3.429  0.325
H: -4.721 2.158 -5.399  0.415
H: -3.466 2.989 -7.350  0.385
H: -1.005 2.756 -7.414  0.385
H: 0.173 1.696 -5.531  0.411
H: -0.103 0.009 -3.656  0.468
H: -0.295 1.521 -2.746  0.242
C: -0.577 0.212 -0.094  -1.149
H: 0.012 1.060 -0.453  0.367
H: -1.474 0.604 0.398  0.287
H: -0.089 -1.100 -1.732  0.257
H: -0.113 -3.064 -0.153  0.326
H: -1.576 -3.413 0.766  0.410
H: 0.101 -2.152 2.142  0.407
H: -1.418 -1.260 1.944  0.408
H: 1.981 0.134 0.099  0.478
H: 1.655 -1.580 -0.210  0.288
H: 1.645 0.520 2.850  0.443
H: 2.509 1.954 4.513  0.350
H: 1.162 0.948 5.110  0.358
H: 3.430 2.084 6.829  0.327
H: 2.099 1.087 7.422  0.334
H: 1.772 2.701 6.773  0.420

--- Q ---
Here is C23H30N2O2 in the gas phase from the OMol25 dataset. Energies are from wB97M-V/def2-TZVPD.

- Frontier orbital gap: 8.531 eV
- SMILES: CC(=O)c1cccc(CN2CCN(CCc3ccccc3)[C@@H](CCO)C2)c1
- Lowest unoccupied orbital energy: 0.3 eV
- HOMO: -8.2 eV

Each line ends with the Mulliken charge.
Cartesian coordinates (Å):
C: 7.028 1.128 0.844  -1.372
C: 6.395 0.680 2.140  0.957
O: 6.896 0.945 3.211  -0.602
C: 5.133 -0.098 2.047  0.317
C: 4.550 -0.466 0.835  -0.175
C: 3.373 -1.196 0.809  0.209
C: 2.770 -1.560 2.009  -0.210
C: 3.331 -1.191 3.218  -0.793
C: 4.506 -0.466 3.238  -0.718
H: 4.963 -0.167 4.170  0.473
H: 2.846 -1.465 4.143  0.431
H: 1.851 -2.125 1.981  0.342
C: 2.723 -1.585 -0.493  -1.151
N: 1.317 -1.222 -0.482  0.483
C: 1.125 0.215 -0.420  -1.496
H: 1.429 0.701 -1.364  0.346
C: -0.359 0.507 -0.168  -0.207
N: -1.074 -0.024 -1.310  0.152
C: -0.904 -1.450 -1.461  -0.550
C: 0.587 -1.761 -1.611  -1.075
H: 0.946 -1.331 -2.563  0.350
H: 0.732 -2.844 -1.642  0.421
H: -1.304 -2.022 -0.609  0.222
H: -1.429 -1.769 -2.364  0.532
C: -2.355 0.525 -1.659  -0.957
H: -2.261 1.615 -1.661  0.259
C: -3.575 0.136 -0.787  -0.320
C: -4.835 0.575 -1.468  0.176
C: -5.367 1.837 -1.230  -0.340
C: -6.505 2.260 -1.892  -0.613
C: -7.128 1.426 -2.805  -0.417
C: -6.605 0.169 -3.052  -0.637
C: -5.466 -0.252 -2.390  -0.274
H: -5.063 -1.236 -2.585  0.363
H: -7.087 -0.487 -3.763  0.373
H: -8.018 1.755 -3.321  0.375
H: -6.909 3.242 -1.694  0.376
H: -4.885 2.491 -0.517  0.361
H: -3.581 -0.947 -0.650  0.421
H: -3.499 0.620 0.188  0.283
H: -2.567 0.210 -2.687  0.382
C: -0.766 -0.067 1.205  -0.204
H: -0.296 -1.042 1.329  -0.016
H: -1.849 -0.199 1.247  0.738
C: -0.339 0.834 2.364  -0.760
O: -0.646 0.274 3.619  -0.522
H: -1.593 0.095 3.656  0.347
H: -0.808 1.825 2.262  0.342
H: 0.745 0.965 2.371  0.179
H: -0.514 1.592 -0.163  0.570
H: 1.733 0.618 0.390  0.472
H: 2.783 -2.672 -0.612  0.398
H: 3.263 -1.122 -1.339  0.322
H: 5.009 -0.187 -0.102  0.328
H: 7.299 0.263 0.243  0.368
H: 6.332 1.744 0.279  0.381
H: 7.922 1.705 1.065  0.358

Least stable of them? Q.